The following is a quantum chemistry calculation of a molecular structure, C17H12CuN5O6S, from OMol25.

```
! RIJCOSX wB97M-V def2-TZVPD def2/J DEFGRID3
* xyz -2 1
Cu 0.060 0.121 0.001
O 1.880 2.608 -3.005
C 1.334 1.941 -2.103
O 1.304 0.704 -1.942
C 0.558 2.779 -1.055
C 0.544 4.164 -1.144
C -0.172 4.890 -0.207
C -0.864 4.213 0.783
C -0.815 2.825 0.812
N -0.104 2.136 -0.087
C -1.614 2.051 1.888
O -2.197 2.767 2.729
O -1.603 0.808 1.788
H 1.099 4.619 -1.952
H -0.194 5.974 -0.251
H -1.448 4.709 1.544
N -2.961 -2.555 6.182
C -1.841 -2.430 5.323
C -1.543 -1.203 4.736
C -0.442 -1.078 3.910
C 0.371 -2.178 3.660
C 0.076 -3.404 4.231
C -1.018 -3.526 5.076
S 1.677 -1.988 2.479
O 2.419 -0.812 2.853
O 2.394 -3.244 2.435
N 0.898 -1.629 1.121
C 0.011 -2.465 0.573
N -0.719 -1.838 -0.401
C -1.551 -2.566 -1.110
C -1.754 -3.921 -0.861
C -1.050 -4.440 0.213
N -0.179 -3.751 0.932
H -3.667 -1.866 5.958
H -3.374 -3.476 6.128
H -2.194 -0.348 4.874
H -0.252 -0.140 3.408
H 0.699 -4.256 3.995
H -1.250 -4.484 5.529
H -2.097 -2.042 -1.889
H -2.448 -4.514 -1.439
H -1.197 -5.476 0.513
*
```

The total energy comes out at -93037.862 eV. Its LUMO energy is 4.8 eV. The HOMO energy is -1.43 eV.

Löwdin population analysis, charges in e, atoms 1 to 5:
1 Cu 0.38
2 O -0.07
3 C -0.67
4 O -0.05
5 C -0.16

The following is a quantum chemistry calculation of C17H12F2N2O3S2 in the gas phase in a non-equilibrium geometry, from OMol25.

```
! RIJCOSX wB97M-V def2-TZVPD def2/J DEFGRID3
* xyz 0 1
O -2.725 2.394 1.351
C -1.680 2.193 0.769
N -0.558 2.910 1.057
C 0.647 3.006 0.346
C 0.670 3.016 -1.047
C 1.870 3.121 -1.723
C 3.042 3.237 -0.996
F 4.212 3.351 -1.652
C 3.042 3.259 0.387
C 1.838 3.143 1.055
C -1.539 1.108 -0.225
C -0.489 0.255 -0.430
C -0.793 -0.740 -1.375
S 0.330 -2.048 -1.818
O -0.024 -2.567 -3.101
O 1.666 -1.611 -1.571
N -0.087 -3.255 -0.727
C -0.186 -2.993 0.638
C -1.244 -3.502 1.387
C -1.335 -3.239 2.741
C -0.364 -2.453 3.335
F -0.454 -2.182 4.654
C 0.699 -1.941 2.612
C 0.790 -2.218 1.262
C -2.058 -0.646 -1.869
S -2.915 0.661 -1.175
H -0.644 3.495 1.880
H -0.253 2.952 -1.600
H 1.904 3.127 -2.800
H 3.972 3.363 0.923
H 1.817 3.157 2.135
H 0.464 0.324 0.059
H -0.799 -3.861 -1.106
H -1.995 -4.113 0.907
H -2.147 -3.629 3.333
H 1.446 -1.344 3.109
H 1.616 -1.851 0.675
H -2.506 -1.272 -2.614
*
```

Its SMILES is O=C(Nc1ccc(F)cc1)c1cc(S(=O)(=O)Nc2ccc(F)cc2)cs1. The total energy comes out at -54051.787 eV. Its LUMO energy is -0.1 eV. The HOMO energy is -8.85 eV.

Löwdin population analysis, charges in e, atoms 1 to 5:
1 O 0.07
2 C -0.50
3 N 0.14
4 C -0.26
5 C -0.02

The following is a quantum chemistry calculation of a molecular structure, C17H12IN3O2Pt in a non-equilibrium geometry, from OMol25.

```
! RIJCOSX wB97M-V def2-TZVPD def2/J DEFGRID3
* xyz 0 1
Pt 0.013 -0.191 0.000
O 1.157 6.587 -0.002
C 0.022 6.089 0.002
O -1.117 6.578 -0.003
C 0.028 4.530 0.001
C -1.175 3.831 0.001
C -1.140 2.450 0.000
N 0.034 1.816 0.000
C 1.201 2.454 0.001
C 1.232 3.836 0.001
C 2.348 1.520 0.000
C 3.659 1.956 0.000
C 4.686 1.027 0.000
C 4.372 -0.318 0.000
C 3.041 -0.696 0.000
N 2.045 0.191 0.000
C -2.298 1.521 0.000
C -3.607 1.967 0.000
C -4.643 1.048 0.000
C -4.344 -0.302 -0.001
C -3.017 -0.690 -0.001
N -2.015 0.189 0.000
H -2.082 4.422 0.001
H 2.139 4.427 0.001
H 3.865 3.016 0.001
H 5.716 1.355 0.000
H 5.138 -1.080 0.000
H 2.747 -1.736 0.000
H -3.805 3.029 0.000
H -5.670 1.387 0.000
H -5.118 -1.056 -0.001
H -2.729 -1.733 -0.001
I 1.112 -3.776 0.002
C -0.346 -2.251 -0.001
H -0.748 -2.167 1.003
H -0.748 -2.171 -1.006
*
```

For the relative energy (zero: lowest compared OMol25 entry of this formula, charge and spin), the calculation gives 68.25 kJ/mol. The total energy comes out at -37736.370 eV. Its LUMO energy is -1.5 eV. The HOMO energy is -8.16 eV.

Löwdin population analysis, charges in e, atoms 1 to 5:
1 Pt 1.07
2 O -0.02
3 C -0.69
4 O -0.02
5 C -0.06